ORCA calculation (wB97M-V/def2-TZVPD) on C15H21N3O3S in the gas phase.

Geometry as XYZ:
```
43
Properties=species:S:1:pos:R:3:forces:R:3:lowdin_charge:R:1
C 4.874032 -3.556513 -1.132312 -0.2 0.3 0.2 -0.061
C 4.653194 -2.410463 -0.156157 0.3 -0.4 0.2 -0.213
H 5.471168 -1.688694 -0.203115 -0.1 -0.1 0.0 0.123
H 4.552633 -2.796780 0.863457 0.1 0.1 -0.1 0.122
O 3.480471 -1.663142 -0.485860 0.1 0.3 -0.2 -0.008
C 2.309919 -2.137524 -0.048634 -0.4 0.1 -0.1 -0.472
O 2.196984 -3.136368 0.612359 0.1 -0.2 0.1 0.119
C 1.164305 -1.252095 -0.516331 -0.1 0.0 0.0 -0.211
C 1.375276 0.199501 -0.068879 0.1 0.0 0.1 -0.126
H 2.374068 0.535884 -0.345461 0.0 0.0 0.0 0.119
H 0.645527 0.839279 -0.567923 0.0 0.0 0.0 0.094
C 1.189039 0.321929 1.445561 0.1 0.3 -0.3 -0.154
N -0.120256 -0.153784 1.823585 0.2 -0.4 0.0 -0.056
C -1.166047 0.572380 2.269389 0.0 0.4 0.3 -0.522
O -2.246079 0.070786 2.517213 -0.3 -0.1 0.1 0.049
C -0.957037 2.066914 2.475010 -0.2 0.2 -0.4 -0.347
H -0.111506 2.287619 3.123955 0.0 0.0 0.0 0.082
H -1.875639 2.480853 2.887739 0.2 -0.1 0.1 0.077
S -0.632145 2.912145 0.888788 0.4 0.1 0.3 0.991
C -2.182220 2.673747 0.107607 -0.3 -0.1 0.2 -0.662
N -3.231769 2.482797 0.885007 0.1 0.1 0.3 0.079
C -4.385456 2.282764 0.272095 -0.2 -0.1 -0.4 -0.104
C -4.497287 2.292092 -1.107723 0.2 0.0 0.1 -0.009
C -3.329686 2.536106 -1.834153 -0.3 0.0 0.2 -0.331
N -2.171785 2.719542 -1.215025 0.4 0.1 -0.2 0.105
C -3.320088 2.592085 -3.325620 0.0 0.0 0.0 -0.032
H -3.993293 3.373669 -3.673505 0.0 0.0 -0.1 0.084
H -3.662591 1.644318 -3.737805 0.0 0.0 -0.1 0.084
H -2.313436 2.798340 -3.676508 0.0 0.0 0.0 0.078
H -5.440004 2.124343 -1.601774 -0.1 0.0 0.0 0.108
H -5.234398 2.114971 0.921262 -0.1 0.0 0.0 0.116
C -0.319680 -1.552855 1.498539 -0.4 -0.3 -0.1 -0.122
C -0.183059 -1.770125 -0.008260 0.2 -0.1 0.2 -0.110
H -0.277175 -2.834836 -0.222377 -0.1 0.0 0.0 0.121
H -0.984797 -1.236419 -0.522329 0.0 0.0 0.0 0.125
H -1.316872 -1.835653 1.838221 0.2 0.0 0.0 0.123
H 0.425423 -2.153849 2.026811 -0.1 0.0 0.0 0.126
H 1.334759 1.355948 1.750928 0.1 -0.1 0.1 0.090
H 1.934079 -0.300468 1.957476 0.0 0.1 0.1 0.137
H 1.185653 -1.286900 -1.611528 0.0 0.0 0.1 0.157
H 5.803894 -4.064124 -0.893286 0.1 -0.1 0.0 0.077
H 4.926189 -3.178846 -2.150568 0.0 0.0 -0.1 0.078
H 4.055693 -4.268579 -1.059865 0.0 -0.1 0.0 0.075
```
Positions in Å, forces in eV/Å.

Properties
* SMILES string: CCOC(=O)C1CCN(C(=O)CSc2nccc(C)n2)CC1
* energy relative to the best compared isomer or geometry (same formula, charge and spin): 7.1 kcal/mol
* gap between HOMO and LUMO: 9.2 eV
* LUMO energy: 0.684 eV

ORCA calculation (wB97M-V/def2-TZVPD) on C15H21N3O3S in the gas phase.

Geometry as XYZ:
```
43
Properties=species:S:1:pos:R:3:forces:R:3:lowdin_charge:R:1
C 2.852538 0.514570 5.115096 0.0 -0.2 0.1 -0.113
C 2.114634 -0.751317 5.535653 -0.2 0.2 0.0 -0.268
C 0.778372 -0.937189 4.815907 0.2 -0.1 -0.1 -0.223
C 0.938057 -1.212103 3.322737 -0.4 0.0 0.0 -0.178
C -0.416647 -1.480024 2.665432 0.3 0.2 0.4 -0.180
O -0.304774 -1.749085 1.281098 0.0 0.0 -0.1 -0.026
C -0.091774 -0.761840 0.402629 0.0 -0.1 -0.4 -0.190
C -0.047634 0.601085 0.713435 -0.1 -0.2 0.2 0.001
C 0.181895 1.549148 -0.261490 0.1 -0.2 -0.3 -0.027
C 0.404872 1.188279 -1.587927 0.0 -0.1 0.3 -0.299
C 0.373224 -0.155580 -1.914449 0.1 -0.2 0.1 0.042
C 0.119134 -1.118118 -0.945543 0.0 1.1 0.5 -0.059
N 0.068883 -2.489105 -1.375240 0.0 -0.5 -0.2 -0.351
O -0.557275 -3.287989 -0.714859 -0.2 -0.2 0.0 0.102
O 0.654592 -2.763673 -2.404613 0.2 -0.2 -0.3 0.071
H 0.514720 -0.473117 -2.936460 0.0 0.0 0.1 0.113
C 0.603016 2.224755 -2.640094 -0.5 0.1 -0.3 -0.397
H 1.009506 1.800468 -3.554901 0.1 0.1 0.1 0.077
H 1.207973 3.058778 -2.287439 0.0 0.0 -0.1 0.080
S -1.010169 2.974696 -3.099673 0.2 0.4 0.1 0.970
C -1.635649 1.694998 -4.103451 0.4 -0.2 0.0 -0.736
N -0.954117 0.689619 -4.484445 0.4 0.3 0.1 0.019
C -1.822697 -0.137723 -5.299118 -0.2 -0.2 -0.1 -0.178
H -1.968159 -1.095593 -4.793038 -0.1 0.0 -0.1 0.109
H -1.338006 -0.329190 -6.258478 -0.1 -0.1 0.0 0.106
C -3.151936 0.651266 -5.439852 -0.2 -0.3 -0.3 -0.157
N -2.948925 1.728496 -4.485376 -0.4 0.2 0.2 -0.009
H -3.463244 2.590415 -4.547791 0.1 0.0 0.0 0.121
H -3.296297 1.033695 -6.456983 0.0 0.0 0.1 0.109
H -4.022152 0.054204 -5.158841 0.1 0.0 -0.1 0.106
H 0.185238 2.594649 0.010712 0.0 0.1 0.1 0.120
H -0.207729 0.930088 1.727158 0.0 0.0 0.1 0.109
H -1.111306 -0.650838 2.846422 0.0 -0.1 0.0 0.127
H -0.856628 -2.391967 3.077085 0.0 0.2 0.0 0.137
H 1.416978 -0.362830 2.833071 0.1 0.0 0.0 0.101
H 1.575157 -2.085795 3.173033 0.0 0.0 0.0 0.128
H 0.166983 -0.042398 4.957623 -0.1 0.0 0.1 0.115
H 0.246224 -1.775406 5.271482 -0.1 0.0 0.0 0.113
H 2.747996 -1.620734 5.348634 0.0 -0.1 0.1 0.107
H 1.923751 -0.706641 6.610100 0.1 -0.1 0.0 0.103
H 2.218232 1.388176 5.250494 0.0 0.1 0.0 0.073
H 3.746801 0.645676 5.719529 0.1 0.1 0.0 0.068
H 3.156341 0.465193 4.072733 0.1 0.1 -0.1 0.064
```
Positions in Å, forces in eV/Å.

Properties
* SMILES string: CCCCCOc1ccc(CSC2=NCCN2)cc1[N+](=O)[O-]
* energy relative to the best compared isomer or geometry (same formula, charge and spin): 106.7 kcal/mol
* gap between HOMO and LUMO: 8.6 eV
* LUMO energy: 0.072 eV

ORCA calculation (wB97M-V/def2-TZVPD) on 2 unconnected molecules or ions with the total composition C15H21NO7.

Geometry as XYZ:
```
44
Properties=species:S:1:pos:R:3:forces:R:3:lowdin_charge:R:1
C -0.914714 -0.471550 2.844251 -0.5 4.2 -0.8 -0.035
C 0.569655 0.123949 2.574664 -4.3 -1.6 -1.3 -0.045
H 1.335121 -0.397891 3.029575 1.5 -1.3 0.8 0.089
H 0.491033 1.110388 2.978815 0.5 0.9 -0.6 0.103
O 0.875220 0.045942 1.062781 -1.2 1.8 3.5 -0.016
C 0.320079 1.128928 0.524409 -0.9 1.6 -2.8 -0.359
O -0.623838 1.808010 0.977357 3.0 -1.6 -1.2 0.062
C 1.140810 1.468762 -0.930410 10.3 -12.2 11.8 -0.073
C 1.376508 0.218454 -1.748882 0.8 -0.3 3.9 0.031
N 2.344584 -0.767362 -0.976802 0.8 13.0 -7.3 0.002
C 1.948673 -1.729125 -0.430908 -5.5 -13.3 1.3 -0.544
O 2.701770 -2.469604 0.109202 3.2 -2.9 4.3 0.068
C 0.703892 -2.794458 -0.926825 -2.7 13.1 13.9 0.226
H 0.864616 -3.054848 -1.724072 2.6 -5.1 -15.2 -0.004
H 0.462513 -3.366357 -0.159337 -0.1 -3.1 3.1 0.076
O -0.512475 -1.795889 -0.850635 5.5 -2.2 -4.0 0.015
C -1.493193 -2.136786 -0.173355 -4.1 6.6 -0.9 -0.566
O -1.709153 -2.952418 0.619760 -0.6 -3.3 2.1 0.160
C -2.414455 -0.804389 -0.511009 -6.1 -5.9 7.9 -0.179
C -3.674134 -0.803750 0.404976 5.1 -0.3 -4.6 0.018
O -4.646515 0.082806 0.052830 -3.0 -2.6 5.5 -0.096
C -4.534740 0.998286 -0.843263 5.0 -1.0 -6.9 -0.244
H -5.013214 1.920011 -0.782628 -1.3 1.4 0.9 0.105
C -2.996526 1.282194 -1.015921 -4.5 -2.7 -14.9 0.002
H -2.782706 2.011927 -2.322911 -0.7 -1.7 4.5 0.245
O -2.108124 0.068116 -1.393256 -1.4 3.1 -0.8 -0.041
H -2.545861 1.578193 -0.308476 6.0 4.9 9.6 -0.041
H -4.746724 0.532649 -1.917128 -0.2 1.0 1.7 0.164
H -3.931487 -1.610726 1.169676 0.5 1.5 -1.4 0.146
C 3.639801 -0.177636 -0.616181 0.4 0.0 -2.8 -0.115
H 4.086586 0.231858 -1.693794 -0.3 -1.9 2.5 0.190
C 3.438757 1.083456 0.057013 2.0 3.1 6.0 -0.265
C 2.538494 2.148344 -0.433028 -2.3 -4.4 -4.0 -0.098
H 2.924032 2.366633 -1.399378 0.5 1.6 -0.8 0.107
H 2.309119 2.888593 0.219808 -0.1 2.5 1.7 0.091
H 3.150112 1.014732 1.204505 0.7 -0.7 -2.0 0.153
H 4.478372 1.576108 0.135508 -1.2 -0.7 0.0 0.144
H 4.206741 -0.875953 0.081717 -0.5 0.7 -1.8 0.158
H 1.917831 0.562484 -2.556371 0.8 0.0 -2.4 0.104
H 0.376077 -0.151758 -1.829682 0.0 -1.1 -1.0 0.110
H 0.645844 2.069913 -1.242227 -10.7 12.8 -7.7 -0.018
H -1.146856 -1.404183 2.590329 0.3 -4.3 -2.3 -0.010
H -1.813202 0.102030 2.300576 2.5 -0.7 1.3 0.114
H -1.238340 -0.658080 3.848709 0.5 1.2 1.4 0.062
```
Positions in Å, forces in eV/Å.

Properties
* energy relative to the best compared isomer or geometry (same formula, charge and spin): 337.3 kcal/mol
* gap between HOMO and LUMO: 7.9 eV
* LUMO energy: 0.587 eV

ORCA calculation (wB97M-V/def2-TZVPD) on a molecular structure, C15H21O2S4Sr.

Geometry as XYZ:
```
43
Properties=species:S:1:pos:R:3:forces:R:3:lowdin_charge:R:1
Sr -0.292700 0.491265 -1.358938 -0.2 0.2 0.1 1.307
C 1.987408 2.338458 1.496242 0.0 0.1 0.0 -0.516
C 0.962374 3.399685 1.109315 0.0 -0.2 0.1 -0.504
S 0.677732 3.364424 -0.680195 0.1 0.2 0.0 0.817
C -0.751582 4.461163 -0.858703 -0.1 0.0 0.0 -0.515
C -1.963520 4.143269 0.012074 0.1 0.1 0.0 -0.508
S -2.546036 2.431205 -0.140994 -0.1 0.1 0.0 0.829
C -2.786471 1.998724 1.606214 0.1 -0.1 0.1 -0.510
C -3.081483 0.510618 1.764360 0.0 0.1 0.0 -0.512
S -1.896932 -0.633534 1.010577 0.0 0.0 0.0 0.842
C -0.600216 -0.853255 2.256857 0.0 0.0 0.0 -0.499
C 0.332541 0.317922 2.547049 -0.1 0.0 0.0 -0.482
S 1.468546 0.634778 1.163992 0.1 0.0 0.0 0.861
H 2.243003 2.437758 2.551491 0.0 0.0 0.0 0.095
H 2.912869 2.475294 0.934220 0.0 0.0 0.0 0.082
H 1.322103 4.390674 1.388307 0.0 0.0 0.0 0.099
H 0.026577 3.212733 1.636399 0.0 0.0 0.0 0.049
H -1.012695 4.409957 -1.917273 0.0 0.0 0.0 0.082
H -0.440688 5.488705 -0.664981 0.0 0.0 0.0 0.091
H -2.770625 4.824096 -0.257761 0.0 0.0 0.0 0.089
H -1.737035 4.323994 1.062530 0.0 0.0 0.0 0.075
H -3.625037 2.575297 1.997540 0.0 0.0 0.0 0.095
H -1.893125 2.279340 2.163118 0.0 0.0 0.0 0.051
H -4.032622 0.271137 1.285750 0.0 0.0 0.0 0.081
H -3.196224 0.270248 2.821831 0.0 0.0 0.0 0.095
H -0.032832 -1.705106 1.876400 0.0 0.0 0.0 0.074
H -1.080768 -1.168568 3.183838 0.0 0.0 0.0 0.091
H 0.933978 0.067510 3.421986 0.0 0.0 0.0 0.093
H -0.230791 1.220461 2.781087 0.0 0.0 0.0 0.062
O 0.592819 -1.129291 -2.878813 0.1 0.0 -0.4 -0.187
C 0.718586 -1.992385 -1.958988 0.0 0.0 0.0 -0.627
O 0.402823 -1.693382 -0.764090 0.0 -0.3 0.3 -0.262
C 1.224321 -3.355931 -2.269097 0.0 0.0 0.0 -0.146
C 1.320717 -4.302566 -1.253959 0.0 0.0 0.0 -0.019
C 1.784710 -5.575188 -1.539439 0.0 0.0 0.0 -0.069
C 2.152665 -5.900889 -2.837513 0.0 0.0 0.0 -0.072
C 2.057767 -4.957302 -3.851883 0.0 0.0 0.0 -0.067
C 1.593148 -3.684166 -3.570138 0.0 0.1 0.1 -0.014
H 1.027022 -4.026658 -0.250849 0.0 0.0 0.0 0.111
H 1.860299 -6.315659 -0.754714 0.0 0.0 0.0 0.106
H 2.514913 -6.895764 -3.060545 0.0 0.0 0.0 0.107
H 2.346057 -5.217971 -4.861076 0.0 0.0 0.0 0.107
H 1.508383 -2.931109 -4.341232 0.0 0.0 0.0 0.117
```
Positions in Å, forces in eV/Å.

Properties
* energy relative to the best compared isomer or geometry (same formula, charge and spin): 0.6 kcal/mol
* gap between HOMO and LUMO: 8.5 eV
* LUMO energy: -2.814 eV
* net charge: +1